[1]
Molecular formula: C36H39F6I2IrN5O7PS3
Method: DFT, wB97M-V/def2-TZVPD

Summary:
**Total charge**: +1
**2S+1**: 6
**ΔE to the lowest compared entry with this formula, charge and spin**: 18.4 kcal/mol

Geometry (Å):
Ir  -0.03  0.13  -0.25
I  1.93  5.26  0.58
C  2.98  3.54  0.04
C  4.34  3.62  -0.20
C  5.08  2.48  -0.42
I  7.13  2.70  -0.81
C  4.48  1.20  -0.35
C  5.17  -0.03  -0.45
C  4.48  -1.20  -0.31
C  3.09  -1.16  -0.09
N  2.43  -0.03  -0.03
C  3.08  1.13  -0.15
C  2.27  2.31  -0.02
O  1.02  2.23  0.07
H  4.82  4.58  -0.20
H  6.23  -0.03  -0.63
H  4.97  -2.16  -0.35
H  2.55  -2.08  0.06
F  -4.48  -2.83  -0.48
C  -3.25  -3.33  -0.51
F  -2.74  -3.13  -1.73
F  -3.32  -4.64  -0.30
S  -2.10  -2.61  0.78
O  -1.85  -1.22  0.44
O  -2.79  -2.77  2.03
N  -0.89  -3.59  0.72
S  0.38  -3.40  -0.18
O  0.42  -2.14  -0.87
O  1.57  -3.80  0.49
C  0.20  -4.67  -1.57
F  1.32  -5.37  -1.70
F  -0.81  -5.51  -1.35
F  -0.03  -4.05  -2.73
N  -1.22  -1.70  4.03
C  -0.14  -1.02  3.71
S  0.63  -1.18  2.18
N  0.48  -0.22  4.59
C  0.19  -0.01  5.96
C  -1.10  0.12  6.45
C  -1.31  0.32  7.80
C  -0.23  0.42  8.67
C  1.06  0.33  8.18
C  1.27  0.11  6.83
H  -1.75  -2.24  3.33
H  -1.52  -1.74  4.99
H  1.38  0.13  4.28
H  -1.96  0.10  5.78
H  -2.32  0.40  8.18
H  -0.40  0.58  9.72
H  1.90  0.42  8.84
H  2.28  0.01  6.45
O  3.07  0.89  -2.85
C  2.00  0.40  -3.15
C  1.67  -0.24  -4.50
C  0.27  -0.80  -4.33
C  -0.11  -0.33  -2.95
O  -1.17  -0.48  -2.35
N  0.90  0.34  -2.36
H  2.42  -0.99  -4.72
H  1.73  0.54  -5.27
H  0.24  -1.89  -4.34
H  -0.45  -0.44  -5.06
C  -1.05  4.18  -1.07
C  -2.24  3.25  -1.20
C  -3.53  4.06  -1.09
C  -2.19  2.56  -2.56
P  -2.14  1.84  0.11
C  -3.82  1.17  -0.13
C  -4.95  1.73  0.47
C  -6.22  1.31  0.13
C  -6.40  0.34  -0.84
C  -5.29  -0.22  -1.45
C  -4.01  0.18  -1.10
C  -2.07  2.42  1.94
C  -2.65  3.80  2.23
C  -0.61  2.45  2.38
C  -2.77  1.32  2.76
H  -1.04  4.89  -1.90
H  -0.13  3.60  -1.12
H  -1.07  4.75  -0.15
H  -3.53  4.80  -1.90
H  -3.61  4.60  -0.16
H  -4.41  3.44  -1.22
H  -2.27  3.31  -3.34
H  -3.01  1.85  -2.68
H  -1.25  2.04  -2.67
H  -4.85  2.53  1.19
H  -7.08  1.77  0.61
H  -7.39  0.02  -1.12
H  -5.43  -0.97  -2.22
H  -3.16  -0.27  -1.56
H  -2.08  4.57  1.71
H  -2.56  4.00  3.30
H  -3.70  3.90  1.97
H  -0.06  3.23  1.85
H  -0.12  1.50  2.17
H  -0.54  2.65  3.45
H  -3.85  1.39  2.71
H  -2.47  1.42  3.81
H  -2.47  0.34  2.40

Here are the Mulliken charges for atoms 1 to 8, given in e: 4.79, 0.14, -0.55, -0.45, -0.14, 0.18, 0.97, -1.02

[2]
Molecular formula: C36H40AsFeP3SSe2
Method: DFT, wB97M-V/def2-TZVPD

Summary:
**Total charge**: +1
**2S+1**: 2

Geometry (Å):
Fe  -0.12  -0.09  0.15
C  2.41  0.47  2.84
P  1.99  -0.34  1.28
C  2.39  -2.09  1.62
C  3.40  0.11  0.20
C  3.09  -0.49  -1.15
P  1.42  0.09  -1.59
C  1.72  1.84  -1.97
C  1.19  -0.63  -3.23
H  3.39  0.10  3.14
H  1.68  0.23  3.61
H  2.43  1.54  2.72
H  3.46  -2.22  1.71
H  2.01  -2.73  0.82
H  1.90  -2.40  2.54
H  4.32  -0.26  0.64
H  3.47  1.20  0.14
H  3.10  -1.58  -1.11
H  3.79  -0.18  -1.93
H  2.66  1.95  -2.51
H  1.74  2.43  -1.06
H  0.90  2.22  -2.58
H  2.07  -0.38  -3.83
H  0.31  -0.23  -3.71
H  1.10  -1.71  -3.18
Se  -0.38  1.89  1.79
P  -1.28  0.28  2.94
Se  -0.89  -1.60  1.96
C  -0.69  0.26  4.65
C  -0.16  -0.88  5.23
C  0.29  -0.84  6.55
C  0.20  0.33  7.28
C  -0.34  1.48  6.70
C  -0.79  1.45  5.39
C  -3.06  0.49  3.07
C  -3.72  1.53  2.41
C  -5.09  1.69  2.57
C  -5.80  0.83  3.39
C  -5.15  -0.22  4.04
C  -3.79  -0.39  3.88
H  -0.09  -1.80  4.66
H  0.71  -1.73  7.00
H  0.56  0.36  8.30
H  -0.41  2.39  7.28
H  -1.20  2.34  4.94
H  -3.15  2.20  1.77
H  -5.60  2.50  2.06
H  -6.87  0.98  3.52
H  -5.71  -0.89  4.67
H  -3.29  -1.20  4.39
S  -1.39  1.42  -1.01
C  -1.85  0.76  -2.60
C  -2.21  1.64  -3.62
C  -2.58  1.15  -4.87
C  -2.59  -0.22  -5.12
C  -2.24  -1.10  -4.10
C  -1.90  -0.60  -2.85
As  -1.42  -1.66  -1.33
C  -1.15  -3.44  -2.01
C  -2.23  -4.19  -2.46
C  -2.00  -5.47  -2.96
C  -0.72  -5.99  -3.00
C  0.36  -5.24  -2.54
C  0.14  -3.97  -2.04
C  -3.16  -1.84  -0.48
C  -4.13  -0.86  -0.62
C  -5.36  -1.01  0.03
C  -5.61  -2.12  0.81
C  -4.63  -3.10  0.95
C  -3.41  -2.96  0.31
H  -2.20  2.71  -3.44
H  -2.86  1.84  -5.65
H  -2.87  -0.60  -6.09
H  -2.24  -2.17  -4.29
H  -3.23  -3.79  -2.44
H  -2.84  -6.05  -3.32
H  -0.55  -6.99  -3.39
H  1.36  -5.65  -2.56
H  0.98  -3.39  -1.66
H  -3.95  0.02  -1.22
H  -6.12  -0.25  -0.10
H  -6.56  -2.23  1.31
H  -4.82  -3.98  1.56
H  -2.66  -3.74  0.42

Here are the Mulliken charges for atoms 1 to 8, given in e: 0.43, -1.26, 0.92, -1.40, -0.99, -0.80, 1.02, -1.55

[3]
Molecular formula: C36H40BBrF9IN10O4Y
Method: DFT, wB97M-V/def2-TZVPD

Summary:
**Total charge**: +2
**2S+1**: 2

Geometry (Å):
Y  -0.62  0.61  0.42
C  -0.70  -3.02  2.19
C  0.59  -2.51  1.68
C  1.78  -3.30  1.53
C  2.78  -2.36  1.21
N  2.22  -1.18  1.14
N  0.86  -1.25  1.39
B  2.93  0.17  0.67
N  2.42  1.35  1.49
C  3.21  2.22  2.15
C  2.44  3.26  2.60
C  1.14  2.98  2.15
C  -0.05  3.86  2.32
N  1.13  1.82  1.49
N  2.55  0.27  -0.83
C  3.33  0.20  -1.92
C  2.53  0.16  -3.03
C  1.22  0.21  -2.54
C  -0.04  0.26  -3.34
N  1.23  0.26  -1.20
N  4.40  0.00  0.91
C  5.00  -0.40  2.08
C  6.31  -0.03  2.04
C  6.45  0.65  0.80
C  7.68  1.29  0.24
N  5.31  0.67  0.14
H  -0.89  -4.02  1.82
H  -0.64  -3.07  3.28
H  -1.54  -2.38  1.93
H  1.91  -4.34  1.76
H  3.83  -2.50  1.02
H  4.27  2.05  2.25
H  2.76  4.12  3.16
H  -0.12  4.20  3.36
H  0.05  4.74  1.69
H  -0.97  3.35  2.07
H  4.40  0.21  -1.81
H  2.84  0.12  -4.06
H  0.09  -0.26  -4.28
H  -0.87  -0.19  -2.80
H  -0.29  1.30  -3.58
H  4.44  -0.90  2.86
H  7.06  -0.20  2.78
H  8.57  0.73  0.53
H  7.63  1.33  -0.85
H  7.79  2.30  0.61
O  -2.39  1.11  -1.33
C  -3.73  1.63  -1.13
C  -3.76  3.14  -1.27
C  -2.72  3.84  -0.38
C  -1.35  3.98  -1.00
C  -1.10  5.11  -1.78
C  0.16  5.33  -2.30
C  1.16  4.42  -2.00
C  0.84  3.32  -1.23
N  -0.39  3.07  -0.75
H  -2.00  1.58  -2.08
H  -4.01  1.34  -0.12
H  -4.40  1.15  -1.84
H  -4.76  3.47  -0.99
H  -3.62  3.43  -2.32
H  -2.64  3.31  0.57
H  -3.08  4.84  -0.15
H  -1.90  5.82  -1.95
H  0.36  6.20  -2.91
H  2.18  4.55  -2.35
H  1.61  2.62  -0.96
N  -3.58  -3.42  -2.59
C  -2.69  -2.28  -2.46
C  -2.10  -2.26  -1.07
O  -2.39  -3.31  -0.34
O  -1.38  -1.36  -0.66
H  -3.42  -3.95  -3.44
H  -4.56  -3.16  -2.57
H  -2.97  -3.86  -0.94
H  -3.16  -1.31  -2.64
H  -1.85  -2.36  -3.15
Br  -0.30  -3.95  -4.34
C  -0.60  -5.15  -2.91
C  -1.51  -6.18  -3.08
C  -1.75  -7.07  -2.05
C  -1.07  -6.95  -0.85
C  -0.15  -5.92  -0.67
C  0.07  -5.03  -1.70
I  1.45  -3.48  -1.43
H  -2.02  -6.29  -4.03
H  -2.46  -7.88  -2.20
H  -1.24  -7.65  -0.05
H  0.39  -5.84  0.26
F  -3.18  -0.98  1.55
C  -3.82  -0.18  2.44
F  -4.95  0.21  1.84
F  -4.14  -0.93  3.49
C  -2.89  1.04  2.77
O  -2.20  1.39  1.66
C  -1.89  0.63  3.89
F  -0.98  1.58  4.09
F  -1.20  -0.46  3.43
F  -2.44  0.31  5.05
C  -3.78  2.22  3.27
F  -4.45  2.75  2.24
F  -4.67  1.81  4.18
F  -3.04  3.19  3.80

Here are the Mulliken charges for atoms 1 to 8, given in e: 0.06, -0.97, 1.22, -1.94, -0.18, 0.37, 0.31, -0.20

no.,calculated total energy (eV)
1,-136879.84746
2,-302599.14073
3,-165388.32273